Record 1
ORCA calculation (ωB97M-V/def2-TZVPD) on an isolated molecule of C4H6O.

## Properties
- frontier orbital gap (alpha / beta) (Ha) = 0.3029 / 0.2881
- largest force on an atom (hartree/bohr) = 0.015
- E (eV) = -6288.985
- net charge = 0

CARTESIAN COORDINATES (ANGSTROEM)
O 2.654 0.108 0.238
C 1.497 -0.094 -0.088
C 0.386 -0.431 0.749
C -0.762 0.756 -0.541
C -0.986 -0.501 0.157
H 1.144 0.046 -1.136
H 0.529 -0.619 1.825
H -0.789 1.722 -0.060
H -0.757 0.778 -1.638
H -1.699 -0.358 0.970
H -1.234 -1.374 -0.445

Results of the natural (NBO) charge analysis, in e, for atoms 1 through 6: -0.583, 0.315, -0.214, -0.230, -0.522, 0.102

=====

Record 2
ORCA calculation (ωB97M-V/def2-TZVPD) on an isolated molecule of C4H6O.

## Properties
- frontier orbital gap (Ha) = 0.3094
- largest force on an atom (hartree/bohr) = 0.015
- E (eV) = -6287.022
- net charge = 0

CARTESIAN COORDINATES (ANGSTROEM)
O 1.720 0.197 0.072
C 1.499 -0.552 -1.022
C 0.358 0.209 0.554
C -0.763 0.990 -0.011
C -0.876 -0.518 0.028
H 2.017 -1.516 -0.779
H 0.475 0.121 1.620
H -1.332 1.590 0.688
H -0.626 1.417 -1.000
H -1.499 -0.977 0.795
H -0.893 -1.031 -0.929

Results of the natural (NBO) charge analysis, in e, for atoms 1 through 6: -0.540, 0.172, 0.052, -0.447, -0.443, 0.060

=====

Record 3
ORCA calculation (ωB97M-V/def2-TZVPD) on a structure of composition C4H6O.

## Properties
- frontier orbital gap (Ha) = 0.3896
- largest force on an atom (hartree/bohr) = 0.008
- E (eV) = -6290.246
- net charge = 0

CARTESIAN COORDINATES (ANGSTROEM)
C -1.213 -0.394 -0.131
C 0.012 -0.151 0.719
C 1.301 -0.244 -0.078
O 0.738 0.530 -1.158
C -0.402 0.826 -0.356
H -2.124 -0.214 0.437
H -1.281 -1.171 -0.889
H -0.073 -0.147 1.796
H 1.683 -1.224 -0.385
H 2.112 0.333 0.386
H -0.752 1.854 -0.341

Results of the natural (NBO) charge analysis, in e, for atoms 1 through 6: -0.442, -0.288, -0.055, -0.519, 0.091, 0.220

=====

Record 4
ORCA calculation (ωB97M-V/def2-TZVPD) on a structure of composition C4H6O.

## Properties
- frontier orbital gap (Ha) = 0.3402
- largest force on an atom (hartree/bohr) = 0.006
- E (eV) = -6286.650
- net charge = 0

CARTESIAN COORDINATES (ANGSTROEM)
C -1.133 -0.515 -0.216
C 0.014 -0.261 0.723
C 1.643 -0.108 -0.378
O 0.766 0.599 -1.243
C -0.321 0.720 -0.377
H -2.114 -0.377 0.230
H -1.059 -1.302 -0.963
H -0.048 -0.114 1.794
H 0.950 -0.978 0.303
H 2.040 0.620 0.354
H -0.738 1.715 -0.227

Results of the natural (NBO) charge analysis, in e, for atoms 1 through 6: -0.448, -0.373, -0.068, -0.538, 0.102, 0.237